Entry 1:
Molecular formula: C33H71N7O8
Method: DFT, wB97M-V/def2-TZVPD

Calculated values
- ΔE to the lowest compared entry with this formula, charge and spin (kJ/mol) = 0.00
- E (Ha) = -2285.18433
- maximum force (eV/Å) = 2.14
- E_HOMO (eV) = -9.0
- structure (SMILES) = CC[C@H](C)[C@@H]1C(=O)NC[C@@H]1OC[C@@H](C)CC(C)C.CN(C)C=O.CN(C)C=O.CN(C)C=O.CN(C)C=O.CN(C)C=O.CN(C)C=O

The geometry in ORCA input format:
```
! RIJCOSX wB97M-V def2-TZVPD def2/J DEFGRID3
* xyz 0 1
C -0.068 2.812 -1.950
C -0.541 1.367 -1.887
C -1.838 1.135 -2.691
C -2.603 -0.032 -2.043
C -1.530 0.945 -4.210
C -1.797 2.314 -4.859
O -0.999 3.196 -5.159
N -3.218 2.394 -5.099
C -3.777 1.032 -4.844
C -2.548 0.167 -5.049
O -2.648 -1.220 -4.881
C -1.977 -1.930 -5.912
C -1.994 -3.411 -5.619
C -3.446 -3.932 -5.651
C -1.166 -4.141 -6.686
C 0.337 -3.810 -6.647
C 0.805 -3.172 -7.953
C 1.193 -5.042 -6.265
H 0.278 3.038 -2.956
H -0.880 3.492 -1.701
H 0.757 3.022 -1.275
H 0.233 0.664 -2.192
H -0.788 1.112 -0.858
H -2.403 2.059 -2.575
H -3.186 -0.625 -2.740
H -1.944 -0.711 -1.510
H -3.308 0.375 -1.321
H -0.498 0.634 -4.344
H -3.291 2.515 -6.106
H -4.197 1.025 -3.843
H -4.637 0.849 -5.485
H -2.263 0.394 -6.085
H -0.950 -1.561 -5.957
H -2.465 -1.769 -6.879
H -1.612 -3.631 -4.623
H -3.879 -3.981 -4.658
H -3.457 -4.946 -6.051
H -4.076 -3.336 -6.307
H -1.321 -5.207 -6.542
H -1.588 -3.880 -7.659
H 0.511 -3.066 -5.870
H 0.531 -3.775 -8.819
H 1.882 -3.032 -7.966
H 0.309 -2.208 -8.064
H 1.443 -4.971 -5.207
H 2.132 -5.077 -6.808
H 0.623 -5.958 -6.383
C -3.237 -2.264 1.102
O -4.001 -1.418 0.678
N -3.182 -3.537 0.681
C -2.246 -4.488 1.239
C -4.099 -3.969 -0.372
H -2.499 -2.041 1.894
H -1.586 -4.870 0.457
H -2.784 -5.328 1.685
H -1.641 -4.011 2.008
H -3.925 -3.371 -1.270
H -5.136 -3.818 -0.057
H -3.927 -5.020 -0.595
C -8.221 -3.628 0.190
O -7.054 -3.861 -0.075
N -8.725 -2.392 0.304
C -10.117 -2.149 0.624
C -7.828 -1.262 0.095
H -8.961 -4.427 0.363
H -10.593 -1.583 -0.179
H -10.194 -1.579 1.552
H -10.642 -3.093 0.747
H -7.405 -1.302 -0.908
H -7.004 -1.297 0.807
H -8.381 -0.334 0.220
C 3.179 1.701 0.202
O 2.004 1.394 0.261
N 3.729 2.768 0.808
C 5.142 3.071 0.689
C 2.877 3.637 1.605
H 3.911 1.110 -0.375
H 5.599 3.070 1.681
H 5.280 4.055 0.238
H 5.633 2.325 0.068
H 2.417 3.068 2.412
H 2.083 4.054 0.984
H 3.474 4.443 2.024
C 6.438 2.898 5.789
O 5.731 3.785 5.339
N 6.366 1.609 5.428
C 7.240 0.602 5.993
C 5.376 1.218 4.434
H 7.213 3.098 6.548
H 7.831 0.132 5.205
H 6.650 -0.166 6.497
H 7.916 1.058 6.714
H 5.555 1.767 3.508
H 4.378 1.460 4.791
H 5.441 0.151 4.243
C 7.419 6.250 6.914
O 8.598 5.961 7.023
N 6.783 7.157 7.682
C 5.375 7.451 7.504
C 7.533 7.853 8.712
H 6.765 5.779 6.165
H 5.238 8.506 7.256
H 4.825 7.230 8.421
H 4.971 6.843 6.697
H 8.361 8.405 8.264
H 7.950 7.137 9.421
H 6.878 8.544 9.236
C 1.288 -0.474 4.833
O 2.407 -0.070 4.579
N 0.649 -1.434 4.142
C -0.684 -1.877 4.493
C 1.325 -2.036 3.003
H 0.692 -0.070 5.668
H -0.676 -2.943 4.730
H -1.369 -1.704 3.661
H -1.043 -1.328 5.361
H 2.256 -2.502 3.325
H 1.563 -1.271 2.263
H 0.679 -2.787 2.554
*
```

Entry 2:
Molecular formula: C33H72BCl3FN2O7P2S2
Method: DFT, wB97M-V/def2-TZVPD

Calculated values
- E (Ha) = -4920.73149
- maximum force (eV/Å) = 4.08
- E_HOMO (eV) = -10.5

The geometry in ORCA input format:
```
! RIJCOSX wB97M-V def2-TZVPD def2/J DEFGRID3
* xyz 1 1
C 2.989 -3.270 0.212
C 1.595 -2.611 0.315
C 0.810 -2.246 1.661
P 2.039 -1.716 3.073
O 1.462 -2.373 4.552
Cl 3.912 -2.639 3.027
C 0.213 -3.670 2.034
B 1.191 -4.849 2.553
O 1.674 -5.836 1.628
O 1.541 -5.140 3.903
C 0.966 -6.468 4.150
C -0.946 -3.758 3.105
C -2.088 -2.738 2.644
C -2.881 -3.497 1.540
C -4.104 -2.968 0.715
C -5.064 -4.220 0.424
N -4.291 -5.372 -0.157
P -3.241 -2.894 4.214
C -5.047 -2.705 3.842
O -3.148 -4.520 4.781
C -1.399 -1.296 2.542
S -3.012 -0.429 2.360
C -0.995 -0.818 4.009
C -1.752 0.251 4.887
C -1.474 1.792 4.530
F -3.055 0.011 5.340
N -0.309 -1.161 1.445
C -0.875 -1.337 0.064
C -2.028 -0.625 -0.680
C -1.592 0.542 -1.724
S -2.120 0.211 -3.439
O -3.385 -0.542 -3.575
O -0.955 -0.333 -4.174
O -2.404 1.722 -4.110
C 0.328 0.212 1.457
Cl -0.928 1.584 1.256
C 1.432 0.609 0.370
C 2.965 0.424 0.817
Cl 1.519 2.440 -0.037
H 3.120 -3.646 -0.852
H 3.831 -2.516 0.296
H 3.308 -4.125 0.848
H 0.944 -3.220 -0.390
H 1.808 -1.712 -0.345
H 2.105 -2.995 4.931
H -0.214 -4.128 1.084
H 1.512 -5.518 0.728
H 0.605 -6.583 5.201
H 1.708 -7.258 3.844
H 0.066 -6.641 3.482
H -1.381 -4.796 2.973
H -0.645 -3.694 4.175
H -3.296 -4.416 2.075
H -2.278 -4.016 0.721
H -4.766 -2.199 1.171
H -3.858 -2.607 -0.328
H -5.551 -4.610 1.358
H -5.877 -3.870 -0.264
H -4.094 -6.065 0.564
H -4.934 -5.817 -0.818
H -5.462 -3.592 3.290
H -5.589 -2.678 4.835
H -5.338 -1.744 3.332
H -2.525 -4.565 5.518
H -3.060 0.898 2.572
H 0.039 -0.350 4.101
H -0.860 -1.664 4.746
H -1.185 0.211 5.877
H -1.333 2.393 5.475
H -0.487 1.811 4.007
H -2.315 2.277 3.978
H -0.126 -1.153 -0.765
H -1.045 -2.446 -0.068
H -2.925 -0.184 -0.212
H -2.468 -1.374 -1.415
H -0.490 0.735 -1.716
H -2.072 1.519 -1.420
H -3.130 2.139 -3.603
H 0.760 0.562 2.423
H 1.376 0.203 -0.665
H 3.569 0.901 -0.001
H 3.134 1.028 1.748
H 3.275 -0.646 0.892
C -0.574 5.802 -2.059
C -1.864 5.169 -2.567
C -2.196 5.551 -4.010
C -2.437 7.044 -4.244
C -3.555 7.659 -3.401
C -4.923 7.048 -3.680
H -0.632 6.892 -2.053
H -0.371 5.476 -1.036
H 0.273 5.505 -2.683
H -2.691 5.437 -1.900
H -1.765 4.079 -2.509
H -3.074 4.982 -4.334
H -1.375 5.228 -4.660
H -2.668 7.195 -5.305
H -1.512 7.598 -4.060
H -3.601 8.731 -3.613
H -3.323 7.569 -2.335
H -5.197 7.174 -4.730
H -5.687 7.536 -3.071
H -4.946 5.982 -3.445
C 5.343 0.167 -2.176
C 5.867 1.582 -1.960
C 5.545 2.524 -3.120
C 6.168 2.132 -4.463
C 7.692 2.010 -4.457
C 8.398 3.319 -4.127
H 5.794 -0.303 -3.051
H 5.575 -0.457 -1.309
H 4.256 0.173 -2.309
H 6.945 1.550 -1.779
H 5.416 1.988 -1.047
H 5.860 3.537 -2.850
H 4.457 2.574 -3.246
H 5.874 2.877 -5.211
H 5.739 1.184 -4.803
H 8.017 1.678 -5.447
H 8.011 1.233 -3.754
H 8.134 4.095 -4.849
H 9.481 3.184 -4.158
H 8.141 3.678 -3.128
*
```

Entry 3:
Molecular formula: C33H72BaBeF6N8O13S6
Method: DFT, wB97M-V/def2-TZVPD

Calculated values
- E (Ha) = -5743.15495
- maximum force (eV/Å) = 10.55
- E_HOMO (eV) = -13.7

The geometry in ORCA input format:
```
! RIJCOSX wB97M-V def2-TZVPD def2/J DEFGRID3
* xyz 4 1
Be 3.987 -1.450 6.571
Ba -0.831 -6.782 6.870
C -1.890 -2.363 3.170
C -0.416 -2.141 2.814
C -0.209 -0.673 2.672
O 0.405 -2.718 3.755
H -2.291 -3.360 3.350
H -2.437 -2.185 2.244
H -2.310 -1.702 3.928
H -0.198 -2.621 1.859
H 0.754 -0.565 2.174
H -0.066 -0.205 3.647
H -0.991 -0.242 2.046
C -2.437 -4.075 -5.092
C -3.250 -5.250 -4.409
N -3.933 -6.199 -5.227
C -4.928 -5.849 -6.158
C -5.313 -7.070 -6.827
N -4.242 -7.944 -6.631
C -3.454 -7.450 -5.579
C -4.223 -9.338 -7.183
H -2.061 -3.525 -4.230
H -3.007 -3.478 -5.804
H -1.627 -4.457 -5.713
H -3.983 -4.700 -3.818
H -2.515 -5.789 -3.812
H -5.350 -4.855 -6.130
H -6.202 -7.275 -7.406
H -2.579 -7.931 -5.167
H -4.155 -10.169 -6.481
H -3.425 -9.521 -7.902
H -5.131 -9.425 -7.779
C -3.770 7.983 -6.808
C -3.469 6.823 -5.968
C -2.128 7.090 -5.360
N -1.159 5.902 -5.415
C -0.745 5.669 -6.876
C 0.169 6.144 -4.510
C 0.719 4.646 -4.071
C -0.543 3.853 -4.216
C -1.739 4.672 -4.606
H -3.623 8.866 -6.187
H -4.796 7.967 -7.174
H -3.171 8.160 -7.701
H -3.505 6.003 -6.685
H -4.308 6.792 -5.273
H -2.306 7.195 -4.290
H -1.446 7.850 -5.740
H 0.024 4.897 -6.863
H -0.281 6.475 -7.444
H -1.576 5.254 -7.446
H 0.730 6.803 -5.173
H 0.018 6.771 -3.631
H 1.588 4.291 -4.624
H 1.025 4.696 -3.026
H -0.371 3.087 -4.973
H -0.742 3.284 -3.308
H -2.412 4.172 -5.303
H -2.295 5.148 -3.799
C 9.626 -8.059 2.249
C 8.336 -7.404 1.759
C 7.579 -8.446 0.947
N 6.251 -8.016 0.265
C 5.268 -7.536 1.374
C 5.591 -9.197 -0.610
C 6.292 -9.198 -1.975
C 6.830 -7.814 -2.214
C 6.416 -6.979 -0.939
H 10.025 -8.855 1.620
H 9.566 -8.587 3.201
H 10.378 -7.279 2.370
H 8.831 -6.635 1.167
H 7.867 -6.924 2.618
H 7.340 -9.303 1.576
H 8.223 -8.718 0.110
H 5.746 -6.663 1.818
H 5.253 -8.446 1.974
H 4.339 -7.209 0.907
H 4.560 -8.849 -0.679
H 5.601 -10.065 0.050
H 5.510 -9.433 -2.697
H 7.109 -9.897 -2.148
H 6.800 -7.427 -3.233
H 7.915 -7.715 -2.179
H 5.582 -6.311 -1.152
H 7.285 -6.437 -0.566
C 0.100 12.082 5.103
C -0.329 10.561 5.108
C -1.842 10.372 5.508
N -2.366 8.933 5.404
C -3.925 8.924 5.568
C -1.840 7.963 6.482
C -0.953 6.922 5.777
C -0.729 7.345 4.325
C -2.069 8.112 4.126
H 1.107 12.229 4.713
H -0.164 12.545 6.053
H -0.575 12.688 4.499
H 0.285 10.021 5.829
H -0.209 10.116 4.120
H -2.519 10.965 4.893
H -2.114 10.552 6.548
H -4.317 7.937 5.811
H -4.360 9.407 4.693
H -4.017 9.612 6.409
H -2.516 7.458 7.173
H -1.307 8.657 7.132
H -1.433 5.944 5.828
H 0.040 6.791 6.207
H -0.499 6.568 3.596
H 0.168 7.926 4.114
H -2.928 7.441 4.121
H -2.195 8.772 3.268
N 5.763 1.217 3.575
S 6.506 1.157 2.303
O 7.882 0.710 2.470
O 6.028 1.945 1.214
F 5.927 -0.301 2.027
S 6.121 2.905 3.862
O 5.074 3.793 3.439
O 7.523 3.309 4.092
F 5.602 2.726 5.364
N -1.767 -9.778 3.352
S -2.809 -9.622 2.190
O -3.754 -10.760 2.075
O -2.577 -8.820 1.015
F -3.754 -8.706 3.050
S -1.090 -11.068 2.553
O -0.495 -11.012 1.250
O -1.679 -12.290 3.090
F 0.294 -10.980 3.393
N -7.586 4.300 2.609
S -8.245 5.020 1.309
O -9.261 4.393 0.424
O -7.384 5.995 0.704
F -9.449 5.886 2.013
S -6.998 3.201 1.818
O -5.926 3.472 0.958
O -7.881 2.088 1.451
F -6.251 2.590 3.097
*
```